C6H10Br2O2S | wB97M-V/def2-TZVPD

Output
- SMILES: C=[S@]1(=O)C[C@](C)(Br)[C@@](C)(Br)O1
- Kohn-Sham gap: 9.329 eV
- Total charge: 0
- Energy: -5931.1419 a.u.
- Lowest unoccupied orbital energy: 0.133 eV

Geometry as XYZ:
```
21
Properties=species:S:1:pos:R:3:forces:R:3:nbo_charge:R:1
C 2.72780 -0.26919 1.29309 0.4218 1.4396 0.4354 -0.99
S 1.93625 0.87968 0.49478 -1.0746 -2.2702 -0.0591 2.04
O 2.68687 1.91491 -0.08011 0.5550 1.8161 -0.9150 -0.86
C 0.19175 1.30664 0.86625 -2.1295 1.1103 -4.6094 -0.72
C -0.71838 0.21796 0.32659 -0.3519 -0.6756 -0.6285 -0.09
C -2.24685 0.45616 0.04507 0.6561 -0.0746 0.4137 -0.67
Br -0.64895 -1.28390 1.54743 0.1046 -0.8506 1.5198 0.01
C 0.04601 -0.38539 -0.89592 -1.6903 2.2382 -0.9855 0.47
C -0.35942 -1.71000 -1.42005 0.3733 -2.2999 0.6006 -0.72
Br -0.65761 0.97964 -2.55178 0.5767 -0.1709 0.2371 -0.29
O 1.30158 -0.15359 -0.73759 2.5109 -0.1454 -0.4840 -0.71
H 3.62309 -0.01207 1.84345 0.0652 0.3654 -0.3122 0.26
H 2.00767 -0.77465 1.84841 -0.9683 -1.5308 0.8136 0.23
H -0.34427 2.14735 0.24299 2.3205 -0.7177 0.3915 0.30
H -0.03209 1.64847 1.78813 -0.1269 0.3837 3.5009 0.26
H -2.51316 0.56284 -1.00448 0.3701 -0.0860 0.1816 0.26
H -2.77094 1.23866 0.58259 0.5534 0.4128 0.3520 0.24
H -2.62100 -0.45016 0.45015 -1.1699 -0.6592 -0.1086 0.23
H -0.64816 -1.88075 -2.42217 0.4420 0.9659 -1.5323 0.26
H -1.32780 -1.84666 -0.97852 -0.3697 -0.8536 0.7011 0.23
H 0.36762 -2.58596 -1.23833 -1.0684 1.6025 0.4873 0.25
```
Forces are in eV/Å.

***

C19H24N2O3 | wB97M-V/def2-TZVPD

Output
- SMILES: C[C@H](CCc1ccccc1)NC[C@H](O)c1ccc(O)c(C(N)=O)c1
- Kohn-Sham gap: 9.084 eV
- Total charge: 0
- Energy: -1073.6898 a.u.
- Lowest unoccupied orbital energy: 0.537 eV

Geometry as XYZ:
```
48
Properties=species:S:1:pos:R:3:forces:R:3:nbo_charge:R:1
C 0.46583 -1.73167 2.52978 0.0027 -0.0869 -0.3380 -0.62
C 0.80494 -1.86322 1.04809 0.2928 -0.0910 0.1184 -0.04
C 2.23904 -1.39802 0.75023 -0.3628 0.0538 0.0672 -0.39
C 2.48288 0.07123 1.12048 0.1102 -0.2450 -0.1323 -0.45
C 3.68308 0.59975 0.38967 -0.0253 0.0897 0.1402 0.09
C 3.55574 1.08202 -0.90787 0.0272 0.0002 0.0410 -0.26
C 4.66343 1.53199 -1.60335 -0.0016 0.0225 -0.0999 -0.19
C 5.91504 1.50420 -1.01152 0.1075 0.0295 -0.0409 -0.23
C 6.05192 1.02458 0.27953 0.1142 -0.0020 -0.0017 -0.20
C 4.94246 0.57454 0.97355 -0.0358 0.0026 -0.0021 -0.25
N -0.13441 -1.06726 0.26396 -0.3301 -0.0972 0.1539 -0.67
C -0.31430 -1.49508 -1.11157 -0.0502 0.1311 -0.2478 -0.23
C -1.05889 -0.36687 -1.85161 0.0238 -0.4318 -0.0390 0.08
O -0.34732 0.83187 -1.67815 0.1259 0.3040 -0.0073 -0.72
C -2.48831 -0.28361 -1.35058 0.1780 0.2674 -0.0624 -0.10
C -3.39429 -1.29820 -1.66018 -0.0917 0.2006 0.1885 -0.16
C -4.67409 -1.27212 -1.15946 -0.1383 -0.0169 0.0574 -0.27
C -5.10302 -0.22067 -0.34219 0.2974 0.2189 0.0282 0.35
O -6.34842 -0.26197 0.13788 -0.2223 0.0464 0.0777 -0.67
C -4.21481 0.83920 -0.07048 -0.2506 -0.3507 -0.0506 -0.21
C -4.70571 1.98291 0.72625 0.1611 0.1092 -0.0276 0.66
N -3.94915 3.10067 0.74622 0.1445 0.2345 0.0603 -0.80
O -5.76508 1.94374 1.35038 -0.2451 -0.0704 0.0579 -0.65
C -2.91229 0.77175 -0.56904 -0.0374 -0.1682 -0.1178 -0.18
H 0.42855 -0.68477 2.81826 0.0009 0.1379 0.0775 0.21
H -0.50302 -2.18178 2.73913 -0.0911 -0.0234 0.0637 0.21
H 1.21535 -2.23691 3.13307 0.0580 -0.0362 0.1028 0.22
H 0.73540 -2.93162 0.77054 -0.0137 0.1683 0.0383 0.17
H 2.43418 -1.52386 -0.31650 0.0633 -0.0423 -0.0127 0.21
H 2.94160 -2.03840 1.28561 0.0735 -0.0613 -0.0450 0.21
H 2.63156 0.16224 2.19706 -0.0547 0.0787 0.0284 0.21
H 1.59929 0.64793 0.84157 0.0200 0.0318 0.1023 0.21
H 2.58114 1.10840 -1.37505 -0.1447 -0.0013 -0.0619 0.21
H 4.54970 1.90700 -2.61015 -0.0114 0.0349 -0.0769 0.21
H 6.78017 1.85631 -1.55401 0.0620 0.0302 -0.0394 0.21
H 7.02553 1.00095 0.74756 0.0729 0.0022 0.0338 0.21
H 5.05468 0.20152 1.98211 -0.0048 -0.0313 0.1133 0.21
H -1.04037 -1.04656 0.72407 0.0698 -0.0199 -0.0237 0.37
H -0.86306 -2.44496 -1.20635 0.0803 0.0767 0.0027 0.18
H 0.67077 -1.62008 -1.56716 -0.0567 -0.0167 -0.0223 0.20
H -1.07154 -0.57645 -2.92816 0.0075 -0.0384 0.1361 0.19
H 0.02777 0.77772 -0.78445 -0.0122 -0.0560 0.0155 0.48
H -3.08414 -2.11524 -2.29544 0.0183 -0.1252 -0.0766 0.21
H -5.37791 -2.05946 -1.37824 -0.0925 -0.0858 -0.0309 0.23
H -6.47085 0.52763 0.72299 0.1453 -0.1371 -0.1069 0.52
H -3.15127 3.22342 0.15060 -0.0620 -0.0112 0.0062 0.40
H -4.30875 3.89726 1.24576 0.0055 -0.0713 -0.0247 0.41
H -2.19902 1.54994 -0.34285 0.0723 0.0463 -0.0228 0.21
```
Forces are in eV/Å.

***

C23H26N4O5 | wB97M-V/def2-TZVPD

Output
- SMILES: CCCc1[nH]n(-c2ccc([N+](=O)[O-])cc2)c(=O)c1/C=N/CCc1ccc(OC)c(OC)c1
- Kohn-Sham gap: 7.406 eV
- Total charge: 0
- Energy: -1487.1375 a.u.
- Lowest unoccupied orbital energy: -0.495 eV

Geometry as XYZ:
```
58
Properties=species:S:1:pos:R:3:forces:R:3:nbo_charge:R:1
C -0.71559 -3.34720 2.04566 -0.2290 0.0156 -0.0931 -0.62
C -1.75226 -3.24294 0.93384 0.1979 -0.0635 0.0053 -0.38
C -1.12808 -3.32474 -0.46691 -0.1915 -0.0032 0.2513 -0.46
C -0.29262 -2.13488 -0.75857 0.0719 0.3586 -0.4486 0.30
N 1.04887 -2.12184 -0.53241 0.1025 -0.3271 -0.1145 -0.38
N 1.53396 -0.85275 -0.79239 -0.4628 0.0247 0.0439 -0.28
C 2.86340 -0.52225 -0.62382 0.6416 -0.0024 0.0331 0.26
C 3.22922 0.82456 -0.51154 -0.1663 -0.1250 -0.0228 -0.25
C 4.55081 1.16278 -0.33684 0.4060 -0.1727 0.0392 -0.15
C 5.51857 0.16346 -0.26281 -1.3159 -0.3947 -0.2018 -0.02
N 6.89521 0.51564 -0.07593 0.6525 0.1408 0.0925 0.53
O 7.17740 1.69577 -0.03049 0.0902 0.1970 0.0151 -0.38
O 7.70091 -0.38859 0.02761 0.1828 -0.1077 0.0191 -0.39
C 5.16379 -1.17760 -0.36877 0.3605 0.3123 0.1082 -0.15
C 3.84288 -1.52057 -0.54871 -0.3023 0.1523 -0.0298 -0.29
C 0.50536 -0.08294 -1.37347 -0.0036 -0.3621 0.1598 0.64
O 0.65599 1.03379 -1.81951 0.0485 0.3752 -0.1829 -0.63
C -0.66254 -0.93915 -1.31659 0.4725 -0.3468 0.3602 -0.26
C -1.96106 -0.46412 -1.70631 -0.2488 0.1375 -0.3572 0.11
N -3.04142 -1.02103 -1.34792 0.2750 -0.4226 0.2059 -0.45
C -4.26075 -0.31522 -1.61172 -0.3158 0.2159 -0.0871 -0.23
C -4.58301 0.60220 -0.40286 0.1192 -0.1219 -0.2103 -0.42
C -3.37333 1.42886 -0.07506 -0.1498 0.3125 0.0769 -0.02
C -2.99674 2.49765 -0.86801 -0.2036 -0.1701 0.1796 -0.23
C -1.77006 3.11937 -0.68744 0.2858 0.0750 0.0963 -0.27
C -0.89432 2.68650 0.29382 0.0241 -0.0696 0.1185 0.25
O 0.34656 3.19549 0.52177 -0.2130 -0.2538 0.1928 -0.49
C 0.87769 4.08092 -0.43601 0.0276 0.1245 -0.1893 -0.26
C -1.29585 1.63836 1.14758 0.2693 0.0977 0.0953 0.32
O -0.39303 1.27616 2.11243 -0.0628 0.2999 -0.4282 -0.50
C -0.84360 0.44555 3.15119 -0.0768 -0.1359 0.1547 -0.25
C -2.51894 1.02680 0.94919 0.0714 0.0877 0.1121 -0.31
H -1.20338 -3.34947 3.01784 0.0458 0.0153 0.1234 0.22
H -0.14693 -4.27147 1.95462 0.1003 -0.1017 0.0355 0.20
H -0.02302 -2.50780 2.02139 0.1018 0.0818 0.0517 0.20
H -2.29855 -2.30215 1.00283 -0.1063 -0.0039 0.0038 0.22
H -2.47083 -4.05697 1.03599 -0.0757 0.0308 -0.0286 0.21
H -0.52941 -4.23411 -0.55389 0.0104 -0.0318 -0.0595 0.21
H -1.93816 -3.34452 -1.19597 0.1049 -0.0489 -0.0573 0.26
H 1.51073 -2.69056 0.16226 -0.0828 0.2065 0.0595 0.41
H 2.46612 1.58194 -0.56001 -0.0475 0.0538 0.0170 0.26
H 4.85456 2.19393 -0.24419 -0.0197 0.0371 0.0041 0.25
H 5.93462 -1.93111 -0.31665 0.0017 -0.0225 0.0012 0.25
H 3.57581 -2.56025 -0.66095 -0.0146 -0.0750 -0.0338 0.22
H -1.93102 0.46305 -2.29200 -0.1157 -0.0353 0.0182 0.18
H -4.18643 0.31170 -2.51281 -0.0545 -0.0647 0.0283 0.17
H -5.06359 -1.04511 -1.74018 -0.0299 0.1472 -0.1058 0.20
H -5.43392 1.23106 -0.66844 -0.0583 -0.0217 0.0584 0.22
H -4.85520 -0.02015 0.45005 -0.0665 0.0258 0.0290 0.21
H -3.65055 2.84039 -1.65697 -0.0666 0.0221 -0.1125 0.21
H -1.49629 3.93260 -1.33953 0.0922 0.0813 -0.0487 0.22
H 1.89826 4.28488 -0.11412 -0.0529 0.0285 -0.0490 0.19
H 0.32018 5.02309 -0.46960 0.0251 -0.0349 0.0045 0.17
H 0.88658 3.62079 -1.42871 -0.0047 0.0177 0.0288 0.20
H -0.01940 0.38581 3.86104 -0.0735 -0.0439 -0.0211 0.20
H -1.08671 -0.56096 2.79492 -0.0058 0.0182 0.0141 0.16
H -1.72164 0.86810 3.65087 0.0155 -0.0167 -0.0325 0.18
H -2.81923 0.19927 1.57327 0.0202 -0.1131 0.0770 0.22
```
Forces are in eV/Å.

***

C16H27N3O3S | wB97M-V/def2-TZVPD

Output
- SMILES: C=C(C)CSc1nnc(CCCCCNC(=O)OC(C)(C)C)o1
- Kohn-Sham gap: 9.316 eV
- Total charge: 0
- Energy: -1414.0525 a.u.
- Lowest unoccupied orbital energy: 0.689 eV

Geometry as XYZ:
```
50
Properties=species:S:1:pos:R:3:forces:R:3:nbo_charge:R:1
C 6.44052 -4.25361 2.68356 0.0592 0.0074 -0.0068 -0.40
C 6.56719 -2.98985 2.31010 -0.0107 0.0323 0.2138 0.01
C 6.54471 -1.83773 3.26187 -0.0246 -0.0502 0.1079 -0.65
C 6.73973 -2.61601 0.86536 -0.4815 -0.0993 -0.3354 -0.54
S 5.38233 -3.24382 -0.19653 0.4025 -0.2988 -0.3375 0.29
C 4.13261 -2.18686 0.32976 0.1541 0.5607 0.4781 0.29
N 4.21825 -1.19533 1.16207 1.1364 -0.8741 -0.4665 -0.35
N 2.98004 -0.66226 1.24727 -1.5020 0.4774 -0.0194 -0.29
C 2.20597 -1.34202 0.47303 0.0654 0.3816 0.5514 0.47
C 0.76986 -1.12175 0.20213 0.1402 -0.1180 -0.4454 -0.46
C 0.57306 -0.54456 -1.20693 -0.2669 0.1139 0.1431 -0.38
C -0.88157 -0.18002 -1.49356 0.1461 -0.2877 -0.0964 -0.40
C -1.80985 -1.39186 -1.55542 -0.1711 0.3896 -0.1172 -0.41
C -3.21242 -1.00255 -2.03177 0.1507 -0.1924 -0.0667 -0.22
N -3.85543 -0.06555 -1.14361 -0.0678 -0.1800 0.2953 -0.63
C -3.91946 1.26145 -1.41822 -0.1514 -0.2804 0.2109 0.90
O -3.63089 1.74821 -2.48422 0.1293 0.2729 -0.2901 -0.67
O -4.37401 1.91437 -0.33201 -0.0315 -0.0354 0.1529 -0.54
C -4.58721 3.34608 -0.37387 -0.0524 0.6261 -0.0605 0.27
C -3.26727 4.06862 -0.64363 -0.1379 -0.2842 -0.0498 -0.64
C -5.10738 3.68509 1.02384 0.1584 -0.2783 -0.3456 -0.61
C -5.63108 3.69755 -1.43315 0.2076 -0.2395 0.0622 -0.64
O 2.88182 -2.34454 -0.15321 0.0347 -0.1048 -0.0672 -0.42
H 6.31869 -4.52934 3.71618 -0.0181 0.0071 0.2480 0.20
H 6.44227 -5.05907 1.96787 -0.0161 -0.1449 -0.1774 0.19
H 7.47081 -1.26881 3.18675 0.0938 0.0992 0.0403 0.21
H 6.42397 -2.18177 4.28492 0.0323 -0.0001 0.1190 0.21
H 5.72001 -1.17527 3.00189 0.0600 0.0546 0.0337 0.25
H 6.76447 -1.53677 0.73158 0.1276 -0.0131 -0.0124 0.25
H 7.63519 -3.06801 0.43759 -0.0277 0.0729 -0.0529 0.24
H 0.24700 -2.07528 0.29124 -0.0861 0.0317 0.0999 0.22
H 0.39274 -0.42580 0.95125 0.0241 -0.0682 0.0413 0.24
H 1.18698 0.35370 -1.30100 0.0691 -0.0491 -0.0271 0.21
H 0.92270 -1.27098 -1.94382 0.0663 0.0306 -0.0464 0.20
H -1.23541 0.51311 -0.72786 -0.0245 0.1064 -0.0066 0.20
H -0.92788 0.34207 -2.45104 -0.0498 0.0828 0.0046 0.22
H -1.40400 -2.12973 -2.24985 0.0385 -0.1135 0.0107 0.21
H -1.88791 -1.85876 -0.57119 0.0179 -0.1297 0.0250 0.19
H -3.15543 -0.51111 -3.00547 -0.0366 -0.1438 0.0452 0.23
H -3.83896 -1.89585 -2.11864 0.0413 0.0893 -0.0846 0.19
H -4.03646 -0.34773 -0.19339 -0.0322 0.1003 -0.0559 0.40
H -2.52566 3.78387 0.10003 0.0733 0.0103 0.0983 0.21
H -2.89451 3.80886 -1.63047 0.0360 0.0571 -0.0198 0.24
H -3.42105 5.14281 -0.59447 -0.0222 0.1331 0.0466 0.21
H -6.02867 3.14305 1.22007 -0.1209 -0.0309 0.0346 0.21
H -5.29916 4.75111 1.09949 -0.0186 0.1228 -0.0021 0.21
H -4.37369 3.40199 1.77402 0.0808 -0.0003 0.0995 0.21
H -5.84651 4.76166 -1.39585 -0.0444 0.1239 0.0398 0.21
H -5.25953 3.44536 -2.42233 -0.0333 0.0480 -0.0444 0.24
H -6.54952 3.14366 -1.25039 -0.1174 -0.0154 0.0320 0.21
```
Forces are in eV/Å.

***

C3H7N3S | wB97M-V/def2-TZVPD

Output
- SMILES: [H]/N=C/NC(=S)NC
- Kohn-Sham gap: 7.805 eV
- Total charge: 0
- Energy: -680.8011 a.u.
- Lowest unoccupied orbital energy: 0.413 eV

Geometry as XYZ:
```
14
Properties=species:S:1:pos:R:3:forces:R:3:nbo_charge:R:1
H 3.24650 -0.91179 0.18418 -2.6360 2.2623 -1.7898 0.32
N 2.25458 -0.45711 -0.29609 2.1314 -7.5619 5.6165 -0.56
C 1.41306 -1.42813 0.29332 5.2858 3.5464 -4.0402 0.16
N 0.14040 -1.10739 -0.26784 1.8966 -4.3662 2.7843 -0.67
C -0.25263 0.18023 -0.16405 -0.9171 2.6106 1.5862 0.32
S 0.55638 1.71558 0.12282 -0.3950 -2.0307 -0.8662 -0.23
N -1.57236 0.30088 -0.04841 -0.6361 -1.0177 0.6685 -0.57
C -2.61760 -0.70049 0.11464 -0.2233 1.2159 -2.9306 -0.44
H 1.81721 -2.51935 0.91528 -1.9882 3.6202 -1.9268 0.23
H -0.30506 -2.01425 -0.01872 -1.8789 1.8559 -0.7222 0.41
H -1.94658 1.13297 -0.39594 -0.1151 1.5762 0.0408 0.41
H -2.53628 -1.26836 -0.83404 -0.8216 -0.4615 0.6475 0.19
H -3.46373 0.00495 0.03988 -0.3563 -1.2047 0.1731 0.22
H -2.72949 -1.33770 0.96716 0.6538 -0.0449 0.7590 0.21
```
Forces are in eV/Å.

***

C6H8HgO5 | wB97M-V/def2-TZVPD

Output
- Multiplicity: 2
- Kohn-Sham gap (alpha / beta): 10.238 / 7.129 eV
- Total charge: +1
- Energy: -762.6858 a.u.
- Lowest unoccupied orbital energy (alpha / beta): -3.225 / -6.833 eV

Geometry as XYZ:
```
20
Properties=species:S:1:pos:R:3:forces:R:3:nbo_charge:R:1
Hg -0.90500 2.66860 -0.24064 0.7093 -0.1512 0.0519 0.88
O 1.03910 1.42955 0.11699 -1.3848 0.1054 0.2664 -0.77
O 1.59872 -0.38729 -1.04402 -1.5003 -0.2141 0.3868 -0.49
C 2.37165 -1.56636 -0.80856 0.1854 -0.3604 -0.0920 -0.11
C 2.60981 -1.54815 0.70626 -0.0556 -0.3278 0.1151 -0.11
O 2.03711 -0.30358 1.11928 -1.2371 0.0630 -0.0191 -0.47
C 1.24831 0.19768 0.13452 3.4649 1.0903 -0.4110 0.98
H 1.80829 -2.44605 -1.13908 0.1614 0.1969 0.0456 0.20
H 3.29910 -1.47749 -1.38511 -0.2958 0.0050 0.0841 0.22
H 3.66986 -1.54935 0.97830 -0.2998 0.0776 -0.0168 0.22
H 2.09379 -2.36860 1.22068 0.1598 0.1973 -0.0956 0.20
O -1.78288 0.20860 0.17374 -0.2000 0.0358 0.1866 -0.52
C -2.96322 -0.58946 -0.16133 -0.4593 -0.1447 -0.1085 -0.13
C -2.46958 -2.00812 0.10443 -0.4117 -0.2676 -0.1305 -0.14
O -1.08386 -1.79089 0.52062 -0.2273 -0.2494 0.2029 -0.44
C -0.79408 -0.54487 0.56844 1.1370 -0.1285 -0.5589 0.56
H -3.77427 -0.26537 0.49562 0.1612 -0.1026 -0.1760 0.23
H -3.20573 -0.38809 -1.20828 0.0255 -0.0654 0.2527 0.22
H -2.44354 -2.64346 -0.78476 -0.0321 0.1312 0.2362 0.23
H -2.98155 -2.51369 0.92716 0.0993 0.1092 -0.2199 0.23
```
Forces are in eV/Å.

***

Asked for energy relative to the best compared isomer or geometry (same formula, charge and spin) across the records above, the calculation gives 68.3; 25.1; 166.5; 46.2; 113.7; 12.2 kcal per mole in order.